Entry 1:
DFT (wB97M-V/def2-TZVPD) results for an isolated molecule of C33H35N3OS2.

Element x y z (Å)
C (-5.2415, 3.9205, -1.7054)
C (-5.9651, 2.6659, -2.2221)
C (-5.3064, 1.4605, -1.5428)
N (-4.1730, 2.0429, -0.8179)
C (-3.5088, 1.2691, 0.0907)
S (-2.8702, -0.1215, -0.7682)
S (-3.3432, 1.5898, 1.7199)
C (-4.3385, 3.4730, -0.5498)
H (-4.5987, 4.3037, -2.5035)
H (-5.9264, 4.7041, -1.3836)
H (-7.0310, 2.6971, -1.9881)
H (-5.8429, 2.5612, -3.3024)
H (-6.0160, 0.9601, -0.8578)
H (-4.9612, 0.7144, -2.2680)
H (-3.3591, 3.9794, -0.5666)
H (-4.7931, 3.6310, 0.4464)
C (4.2205, 1.2667, -0.8446)
N (3.3434, 1.0132, 0.2736)
C (3.2983, 1.8252, 1.3827)
O (4.1050, 2.7096, 1.6511)
C (2.0602, 1.4193, 2.1840)
C (1.1392, 2.6099, 2.4702)
C (0.7350, 3.2511, 1.1691)
C (1.5133, 4.2469, 0.5704)
C (1.2148, 4.6652, -0.7280)
C (0.1829, 4.0613, -1.4501)
C (-0.6321, 3.1160, -0.8181)
C (-0.4245, 2.8290, 0.5244)
N (1.4521, 0.4046, 1.3326)
C (0.1955, -0.0938, 1.4987)
C (-0.5115, -0.6074, 0.4668)
C (-1.9409, -0.9848, 0.5240)
C (-2.2385, -2.4630, 0.2503)
C (-3.2548, -3.0787, 0.9799)
C (-3.5844, -4.4119, 0.7307)
C (-2.9029, -5.1146, -0.2721)
C (-1.9174, -4.4755, -1.0408)
C (-1.5941, -3.1371, -0.7874)
C (2.1811, 0.1507, 0.0920)
C (2.5655, -1.2933, -0.0966)
C (3.6374, -1.8016, 0.5437)
C (4.1932, -3.1327, 0.3748)
C (5.2909, -3.5293, 1.1771)
C (5.8835, -4.7778, 1.0074)
C (5.3884, -5.6605, 0.0340)
C (4.2934, -5.2884, -0.7581)
C (3.6943, -4.0363, -0.5933)
H (4.9894, 1.9810, -0.5345)
H (4.6686, 0.3180, -1.1608)
H (3.6504, 1.6767, -1.6940)
H (2.4123, 0.9477, 3.1173)
H (0.2692, 2.2587, 3.0398)
H (1.7112, 3.3175, 3.0815)
H (2.3577, 4.6677, 1.1251)
H (1.8189, 5.4464, -1.1864)
H (-0.0080, 4.3275, -2.4877)
H (-1.4266, 2.5968, -1.3577)
H (-1.1708, 2.2495, 1.0902)
H (-0.2277, 0.0028, 2.5025)
H (-0.0736, -0.6445, -0.5291)
H (-2.3890, -0.6877, 1.4848)
H (-3.7778, -2.4985, 1.7424)
H (-4.3800, -4.8837, 1.3059)
H (-3.1259, -6.1692, -0.4384)
H (-1.4113, -5.0081, -1.8459)
H (-0.8425, -2.6289, -1.3968)
H (1.6057, 0.4926, -0.7917)
H (1.8800, -1.9029, -0.6936)
H (4.1538, -1.1602, 1.2672)
H (5.6647, -2.8279, 1.9268)
H (6.7313, -5.0636, 1.6310)
H (5.8555, -6.6366, -0.1020)
H (3.9030, -5.9750, -1.5108)
H (2.8498, -3.7293, -1.2142)

Forces on atoms 1 to 6 (eV/Å):
C 0.42 0.11 -0.10
C -0.13 -0.12 -0.11
C -0.19 -0.05 -0.25
N 0.28 0.35 0.74
C 0.13 -0.17 0.24
S -0.09 0.23 0.42

## Properties
Total energy: -2314.35324 Ha
HOMO-LUMO gap: 7.978 eV
LUMO energy: 0.2 eV
SMILES: CN1C(=O)[C@@H](Cc2ccccc2)N(/C=C/[C@@H](SC(=S)N2CCCC2)c2ccccc2)[C@@H]1/C=C/c1ccccc1
Spin multiplicity: 1
HOMO energy: -7.7 eV

Here are the Löwdin charges for atoms 1 to 6, given in e: number 1, C, carries -0.15; number 2, C, carries -0.15; number 3, C, carries -0.18; number 4, N, carries -0.24; number 5, C, carries -1.03; number 6, S, carries 1.04

Entry 2:
DFT (wB97M-V/def2-TZVPD) results for an isolated molecule of C6H7NO3.

Element x y z (Å)
C (-1.5711, 1.4392, -1.9488)
C (-1.0238, 0.1380, -1.8631)
C (-1.2547, 1.0649, 0.4546)
C (-0.6962, -0.6909, -0.8731)
C (1.9789, -0.2397, 0.5177)
C (0.6278, -0.4068, 1.2027)
N (-0.4510, 0.0061, 0.3160)
O (-1.9867, 0.4672, -2.8120)
O (-0.8843, 1.8748, 1.4609)
O (-0.4211, -2.0189, -0.8901)
H (2.0745, -0.9361, -0.3121)
H (2.7782, -0.4334, 1.2272)
H (2.0853, 0.7737, 0.1353)
H (0.5691, 0.2212, 2.0916)
H (0.4694, -1.4533, 1.4754)
H (-1.5113, 2.6075, 1.5099)
H (-0.7829, -2.4134, -1.6922)

Forces on atoms 1 to 6 (eV/Å):
C 0.41 0.03 -0.57
C 0.00 0.25 0.32
C -1.11 0.75 0.89
C 0.50 0.29 -0.74
C -0.15 -0.01 0.09
C 0.54 0.03 0.09

## Properties
Total energy: -513.06054 Ha
HOMO-LUMO gap: 8.685 eV
LUMO energy: 0.4 eV
Energy relative to the best compared isomer or geometry (same formula, charge and spin): 663.15 kJ/mol
Spin multiplicity: 1
HOMO energy: -8.2 eV

Here are the Löwdin charges for atoms 1 to 6, given in e: number 1, C, carries 0.10; number 2, C, carries -0.25; number 3, C, carries -0.11; number 4, C, carries -0.31; number 5, C, carries -0.06; number 6, C, carries -0.18

Entry 3:
DFT (wB97M-V/def2-TZVPD) results for a cluster of 4 separate species, CH10NO4 in total.

Element x y z (Å)
N (-1.7054, 0.7764, -1.4095)
C (-0.9793, -0.2544, -0.6452)
O (-0.5647, -0.0615, 0.7016)
H (-2.3884, 1.1083, -0.7332)
H (-1.1820, 1.5427, -1.1776)
H (-1.5002, -1.1581, -0.7483)
H (-0.1037, -0.2848, -1.2486)
H (1.7941, -1.0968, 1.5260)
H (0.3995, -1.0288, 0.9086)
O (1.3191, -1.6485, 0.9320)
H (2.5230, -1.8923, -1.1868)
H (2.4212, -0.6656, -0.4723)
O (3.0672, -1.0378, -1.1069)
H (-1.0810, 1.1002, 1.2616)
H (-0.6040, 2.5645, 1.8349)
O (-1.4154, 2.0364, 1.5636)

Forces on atoms 1 to 6 (eV/Å):
N -1.94 -1.18 1.77
C 1.46 0.62 0.42
O -1.04 -0.30 -1.37
H -1.52 -0.56 -0.10
H 2.70 2.93 -0.41
H -0.97 -1.49 -0.09

## Properties
Total energy: -399.82304 Ha
HOMO-LUMO gap: 9.063 eV
LUMO energy: 4.1 eV
Total charge: -1
Energy relative to the best compared isomer or geometry (same formula, charge and spin): 110.98 kJ/mol
Spin multiplicity: 1
HOMO energy: -4.9 eV

Here are the Löwdin charges for atoms 1 to 6, given in e: number 1, N, carries 0.01; number 2, C, carries -0.39; number 3, O, carries -0.28; number 4, H, carries 0.05; number 5, H, carries 0.00; number 6, H, carries 0.08

Entry 4:
DFT (wB97M-V/def2-TZVPD) results for a structure of composition C51H47N3O8P2SSe2SrTe.

Element x y z (Å)
Sr (-0.8549, 0.7027, -0.0930)
O (0.3891, -1.2773, 3.2776)
C (-0.3780, -1.1705, 2.3123)
O (-0.9468, -0.1056, 1.9073)
C (-0.7501, -2.4467, 1.5168)
C (-2.1035, -2.2627, 0.7959)
C (-2.5991, -3.6298, 0.3039)
C (-1.6616, -3.8575, -0.9165)
C (-0.7971, -2.5854, -0.8737)
O (-1.7503, -1.6015, -0.4323)
C (0.2135, -2.6910, 0.2924)
C (1.3211, -1.6112, 0.2288)
O (2.4610, -1.8945, 0.6014)
O (0.9316, -0.4905, -0.2426)
H (-0.7564, -3.2811, 2.2151)
H (-2.8275, -1.6733, 1.3484)
H (-3.6470, -3.5817, 0.0030)
H (-2.4915, -4.3920, 1.0776)
H (-2.2233, -3.8853, -1.8510)
H (-1.0617, -4.7653, -0.8363)
H (-0.3580, -2.3001, -1.8209)
H (0.7065, -3.6590, 0.3299)
Se (-4.2269, 0.6809, -6.3203)
P (-2.4346, 1.7114, -5.8668)
C (-1.5069, 1.8976, -7.4380)
C (-0.2542, 1.3728, -7.7115)
C (0.3235, 1.5372, -8.9695)
C (-0.3588, 2.2137, -9.9636)
C (-1.6225, 2.7379, -9.6989)
C (-2.1908, 2.5852, -8.4475)
C (-2.6410, 3.4755, -5.4496)
C (-3.8997, 4.0476, -5.3706)
C (-4.0245, 5.4178, -5.1645)
C (-2.8913, 6.2066, -5.0350)
C (-1.6283, 5.6279, -5.1003)
C (-1.5017, 4.2642, -5.3110)
C (-1.5565, 1.0779, -4.4129)
C (-0.5731, 0.2315, -3.8385)
N (-0.8909, 0.1470, -2.5296)
N (-1.9777, 0.8657, -2.3002)
N (-2.3962, 1.4269, -3.4124)
P (0.8169, -0.7458, -4.4462)
Se (2.2062, -1.5559, -3.1103)
C (0.0296, -1.9930, -5.5349)
C (0.4968, -3.3044, -5.4987)
C (-0.1456, -4.2952, -6.2319)
C (-1.2592, -3.9827, -7.0012)
C (-1.7269, -2.6753, -7.0458)
C (-1.0864, -1.6875, -6.3120)
C (1.7286, 0.3956, -5.5262)
C (1.8634, 1.7266, -5.1362)
C (2.6498, 2.5872, -5.8895)
C (3.3121, 2.1200, -7.0172)
C (3.2097, 0.7818, -7.3814)
C (2.4272, -0.0836, -6.6298)
H (0.2811, 0.8363, -6.9449)
H (1.3096, 1.1291, -9.1572)
H (0.0851, 2.3322, -10.9452)
H (-2.1621, 3.2658, -10.4764)
H (-3.1775, 2.9803, -8.2402)
H (-4.7706, 3.4094, -5.4695)
H (-5.0075, 5.8692, -5.1058)
H (-2.9873, 7.2743, -4.8796)
H (-0.7432, 6.2420, -4.9891)
H (-0.5182, 3.8081, -5.3679)
H (1.3544, -3.5291, -4.8746)
H (0.2103, -5.3181, -6.1867)
H (-1.7768, -4.7619, -7.5496)
H (-2.6052, -2.4158, -7.6253)
H (-1.4847, -0.6847, -6.3342)
H (1.3441, 2.0690, -4.2472)
H (2.7514, 3.6246, -5.5928)
H (3.9216, 2.7966, -7.6048)
H (3.7436, 0.4158, -8.2509)
H (2.3375, -1.1297, -6.9016)
O (0.7846, 2.1307, -0.7681)
S (2.0474, 1.6288, -0.0761)
C (2.9767, 3.2157, 0.1615)
C (3.5684, 3.2383, 1.5816)
C (3.0839, 1.9659, 2.3014)
C (1.7229, 1.6201, 1.7192)
H (2.2348, 4.0017, 0.0130)
H (3.7320, 3.2789, -0.6225)
H (3.2139, 4.1216, 2.1143)
H (4.6590, 3.2743, 1.5677)
H (3.0385, 2.0966, 3.3820)
H (3.7688, 1.1389, 2.0900)
H (0.9688, 2.3909, 1.9155)
H (1.3762, 0.6462, 2.0580)
O (-0.5335, 4.2532, 1.3330)
C (-1.0993, 3.7099, 0.3759)
O (-1.8357, 2.6564, 0.3986)
H (-1.0030, 4.1866, -0.6188)
Te (-2.1763, 2.4631, 3.1101)
C (-2.6246, 2.3891, 5.2357)
C (-2.1744, 1.3637, 6.0723)
C (-2.5006, 1.3437, 7.4251)
C (-3.2453, 2.3780, 7.9802)
C (-3.6481, 3.4391, 7.1771)
C (-3.3435, 3.4361, 5.8182)
C (-3.5698, 0.9157, 2.6804)
C (-3.8507, -0.1387, 3.5487)
C (-4.7534, -1.1349, 3.1917)
C (-5.3903, -1.1042, 1.9560)
C (-5.1116, -0.0627, 1.0811)
C (-4.2168, 0.9400, 1.4419)
H (-1.5476, 0.5788, 5.6592)
H (-2.1685, 0.5236, 8.0518)
H (-3.5077, 2.3591, 9.0319)
H (-4.2044, 4.2638, 7.6090)
H (-3.6630, 4.2590, 5.1895)
H (-3.3476, -0.2024, 4.5029)
H (-4.9427, -1.9530, 3.8791)
H (-6.0800, -1.8917, 1.6762)
H (-5.5900, -0.0270, 0.1087)
H (-4.0122, 1.7483, 0.7488)

Forces on atoms 1 to 6 (eV/Å):
Sr -2.77 0.26 -1.21
O -0.11 0.04 -0.28
C -0.31 -0.35 0.62
O 0.26 -1.30 2.25
C -0.01 0.49 -0.21
C 0.05 -0.41 0.27

## Properties
Total energy: -8920.53168 Ha
HOMO-LUMO gap: 5.970 eV
LUMO energy: 3.6 eV
Total charge: -2
Energy relative to the best compared isomer or geometry (same formula, charge and spin): 239.30 kJ/mol
Spin multiplicity: 1
HOMO energy: -2.4 eV

Here are the Löwdin charges for atoms 1 to 6, given in e: number 1, Sr, carries 1.54; number 2, O, carries 0.02; number 3, C, carries -0.63; number 4, O, carries -0.34; number 5, C, carries -0.08; number 6, C, carries -0.25